The following is a quantum chemistry calculation of a cluster of 3 separate species, C6H5ClF3NO2S in total, from the Open Molecules 2025 dataset.

Last column: natural (NBO) charge in e.
Positions of all 19 atoms, in Å:
C1 1.191 -0.666 -0.245  -0.17
C2 0.980 -1.194 0.989  -0.21
C3 -1.111 -0.607 -0.704  0.02
C4 0.170 -0.455 -1.178  -0.23
C5 -0.391 -1.414 1.313  0.11
C6 -0.752 -2.183 2.534  0.95
N1 -1.357 -1.086 0.502  -0.41
O1 -4.039 2.106 0.054  -0.75
O2 -3.947 0.312 -1.544  -0.70
F1 -0.647 -3.483 2.318  -0.31
F2 0.053 -1.874 3.609  -0.34
F3 -1.970 -1.979 3.068  -0.31
S1 -4.529 0.805 -0.317  1.46
Cl1 -0.994 2.370 1.509  -0.28
H1 2.269 -0.523 -0.452  0.22
H2 1.804 -1.365 1.628  0.24
H3 -1.974 -0.422 -1.486  0.22
H4 -2.050 1.915 0.954  0.27
H5 0.349 -0.270 -2.307  0.24

## Properties
HOMO-LUMO gap (alpha / beta)	9.4 / 5.3	eV
net charge	0
relative energy (zero: lowest compared OMol25 entry of this formula, charge and spin)	0.00	kJ/mol
2S+1	3
molar mass	247.625	g mol⁻¹
⟨S²⟩	2.013
lowest unoccupied orbital energy (alpha / beta)	0.4 / -5.1	eV

The following is a quantum chemistry calculation of an isolated molecule of C5H8N2, from the Open Molecules 2025 dataset.

Last column: natural (NBO) charge in e.
Positions of all 15 atoms, in Å:
C1 1.738 -0.644 0.810  -0.63
C2 0.785 -0.236 -0.278  0.02
C3 -0.722 -0.784 -0.130  -0.21
C4 -1.576 -1.093 1.036  0.27
N1 -2.355 -1.206 1.890  -0.33
N2 -0.334 0.583 -0.089  -0.39
C5 -0.840 1.613 -0.945  -0.41
H1 1.192 -0.687 1.752  0.23
H2 2.088 -1.655 0.564  0.22
H3 2.621 -0.005 0.913  0.22
H4 1.288 -0.111 -1.265  0.19
H5 -1.026 -1.360 -1.001  0.22
H6 -0.856 1.376 -2.020  0.17
H7 -0.235 2.504 -0.770  0.21
H8 -1.862 1.803 -0.606  0.22

## Properties
HOMO-LUMO gap	10.4	eV
net charge	0
relative energy (zero: lowest compared OMol25 entry of this formula, charge and spin)	239.00	kJ/mol
2S+1	1
molar mass	96.133	g mol⁻¹
SMILES string	C[C@H]1[C@@H](C#N)N1C
lowest unoccupied orbital energy	0.9	eV

Record-wise strongest force on any atom values, in eV/A: 3.576; 1.524